Entry 1:
Entry from the Open Molecules 2025 dataset: a 5-piece molecular cluster, C34H74O10 overall in a non-equilibrium geometry (ωB97M-V/def2-TZVPD).

- Strongest force on any atom: 4.81 eV Å⁻¹
- Frontier orbital gap: 9.86 eV
- Structure (SMILES): CCCCCCCCCCCCCC[C@@H]1CCOC1=O.COCCOC.COCCOC.COCCOC.COCCOC
- Total charge: 0
- Energy relative to the best compared isomer or geometry (same formula, charge and spin): 555.8 kJ/mol

Last column: Mulliken charge in e.
Element x y z (Å)
C  -4.5583  -0.5332  -0.3167  -0.76
C  -2.9510  -0.3823  -0.5832  0.43
C  -2.7536  -0.4142  -2.1719  -0.38
C  -1.4007  0.2721  -2.7126  -0.91
C  -0.2648  0.5086  -1.6086  -0.18
C  -0.3460  1.9750  -0.9251  -0.36
C  1.1281  2.4867  -0.4873  -0.65
C  1.3242  2.4926  1.1100  0.62
C  2.2605  3.7709  1.4832  -1.06
C  3.4033  3.1800  2.4800  -0.57
C  4.5849  2.4204  1.7034  0.18
C  4.7984  0.8864  2.1273  -0.07
C  5.7722  0.6826  3.4014  -0.61
C  4.8338  0.5560  4.6959  0.01
C  5.5694  0.8092  6.0993  0.35
C  5.0967  -0.4313  7.0451  -0.55
C  4.3728  0.2499  8.3422  -0.43
O  5.0202  1.5731  8.3151  -0.39
C  4.8426  1.9978  6.9470  0.36
O  4.2420  3.0040  6.5347  -0.52
H  -4.8186  -1.5468  0.1664  0.26
H  -4.8817  0.3320  0.3580  0.30
H  -5.1520  -0.4105  -1.2987  0.03
H  -2.4615  -1.2864  -0.0588  0.03
H  -2.5920  0.5672  -0.0714  -0.16
H  -3.6247  0.0762  -2.7439  0.18
H  -2.7506  -1.5168  -2.4964  0.27
H  -1.6780  1.2070  -3.3145  0.36
H  -0.9539  -0.4630  -3.4854  0.27
H  0.7439  0.5003  -2.1740  0.53
H  -0.2058  -0.3443  -0.8563  -0.26
H  -0.9916  1.9926  0.0124  0.13
H  -0.7386  2.7281  -1.6981  0.27
H  1.2323  3.5675  -0.8401  0.36
H  1.9229  1.7956  -0.9231  0.24
H  1.7699  1.5017  1.4700  -0.81
H  0.2959  2.5853  1.6187  0.46
H  2.6918  4.2915  0.5689  0.41
H  1.6307  4.4836  2.1263  0.31
H  2.8416  2.5312  3.2359  0.14
H  3.8832  4.0583  3.0516  0.38
H  4.4693  2.4679  0.5685  0.36
H  5.5715  2.9633  1.9559  -0.37
H  5.2825  0.3640  1.2202  0.43
H  3.8316  0.3222  2.3600  -0.32
H  6.2835  -0.3380  3.2424  0.30
H  6.6018  1.4588  3.4799  0.18
H  3.9890  1.3286  4.6034  -0.17
H  4.3160  -0.4706  4.6209  -0.05
H  6.6994  0.9438  6.1354  0.50
H  5.9515  -1.0806  7.4553  0.29
H  4.2573  -1.1059  6.6672  0.14
H  4.5919  -0.2151  9.3597  0.30
H  3.2754  0.5012  8.1468  0.26
C  9.7186  6.5008  0.6646  -0.69
O  9.8876  6.1921  2.0414  -0.38
C  8.6436  6.0139  2.7144  -0.81
C  8.3312  4.5369  2.9233  -0.24
O  8.0798  3.8783  1.6838  -0.30
C  9.1896  3.1108  1.2443  -0.86
H  10.6925  6.4256  0.1776  0.24
H  9.0299  5.8085  0.1723  0.29
H  9.3524  7.5275  0.5575  0.33
H  7.8312  6.5122  2.1729  0.34
H  8.7385  6.4958  3.6925  0.39
H  7.4188  4.4510  3.5225  0.34
H  9.1407  4.0410  3.4714  0.39
H  9.2885  2.2106  1.8597  0.31
H  10.1200  3.6842  1.2786  0.38
H  9.0077  2.8066  0.2108  0.26
C  2.4071  -4.1640  1.1453  -0.64
O  1.4276  -4.3761  2.1531  -0.37
C  1.8506  -3.9033  3.4291  -0.54
C  1.2046  -2.5651  3.7681  -0.58
O  1.6766  -1.5292  2.9105  -0.16
C  0.7439  -1.2019  1.8910  -1.04
H  1.9456  -4.3615  0.1762  0.25
H  2.7809  -3.1362  1.1488  0.19
H  3.2395  -4.8621  1.2850  0.34
H  2.9437  -3.8328  3.4773  0.30
H  1.5305  -4.6462  4.1665  0.40
H  1.4836  -2.2875  4.7896  0.38
H  0.1118  -2.6385  3.7266  0.36
H  -0.0988  -0.6501  2.3203  0.40
H  0.3762  -2.0926  1.3737  0.54
H  1.2439  -0.5601  1.1622  0.12
C  -7.4777  -1.5374  -4.2237  -0.88
O  -7.4000  -0.7500  -3.0424  -0.29
C  -8.4229  0.2407  -2.9831  -0.46
C  -9.5485  -0.1782  -2.0448  -0.57
O  -10.2661  -1.2963  -2.5612  -0.37
C  -9.9020  -2.5128  -1.9279  -0.67
H  -6.8037  -2.3886  -4.1094  0.25
H  -8.4882  -1.9161  -4.3972  0.38
H  -7.1501  -0.9454  -5.0853  0.36
H  -8.8106  0.4628  -3.9841  0.33
H  -7.9606  1.1534  -2.5936  0.40
H  -10.2614  0.6478  -1.9585  0.38
H  -9.1602  -0.3928  -1.0424  0.30
H  -10.3131  -2.5437  -0.9137  0.33
H  -8.8169  -2.6426  -1.8895  0.26
H  -10.3299  -3.3386  -2.5013  0.24
C  -8.7047  -5.3617  -9.4735  -0.67
O  -7.3362  -5.3704  -9.0905  -0.37
C  -6.8492  -4.0658  -8.7865  -0.65
C  -6.7642  -3.8407  -7.2815  -0.40
O  -8.0596  -3.8052  -6.6873  -0.34
C  -8.3842  -5.0183  -6.0259  -0.86
H  -9.0579  -6.3942  -9.4952  0.24
H  -9.3225  -4.7981  -8.7689  0.27
H  -8.8055  -4.9365  -10.4779  0.33
H  -7.4687  -3.2966  -9.2621  0.35
H  -5.8429  -3.9943  -9.2110  0.38
H  -6.3003  -2.8666  -7.0965  0.35
H  -6.1385  -4.6059  -6.8078  0.37
H  -7.8101  -5.1027  -5.0973  0.32
H  -8.1926  -5.8900  -6.6576  0.42
H  -9.4476  -4.9981  -5.7760  0.25

Atoms 1-6, force components in eV/Å:
C 0.2030 0.3847 0.0187
C -1.6293 -0.6405 -0.1346
C 0.6276 -0.0743 -0.2114
C 0.1340 -1.2252 -0.3189
C 0.3116 1.1073 -0.9162
C 1.0598 -0.3065 -0.2172

***

Entry 2:
Entry from the Open Molecules 2025 dataset: a 10-piece molecular cluster, C34H74O17S3 overall in a non-equilibrium geometry (ωB97M-V/def2-TZVPD).

- Strongest force on any atom: 4.00 eV Å⁻¹
- Frontier orbital gap: 9.06 eV
- Total charge: 0
- Energy relative to the best compared isomer or geometry (same formula, charge and spin): 0.0 kJ/mol

Last column: Mulliken charge in e.
Element x y z (Å)
O  -0.7386  2.9126  -0.7020  -0.27
C  -0.5255  3.9794  -1.2989  0.58
O  -0.4697  4.0484  -2.6744  -0.35
C  -0.4299  2.8247  -3.4391  -0.32
C  1.0164  2.3235  -3.5419  -0.40
C  -0.2126  5.2608  -0.5805  -0.81
H  -0.7960  3.0632  -4.4227  0.36
H  -1.1240  2.0580  -3.0710  0.05
H  1.6512  3.0884  -3.9499  0.27
H  1.0175  1.4082  -4.0847  0.49
H  1.4249  2.0448  -2.5520  -0.22
H  -0.7888  6.0610  -1.0186  0.39
H  0.8466  5.5230  -0.7058  -0.03
H  -0.4056  5.2906  0.4871  0.16
O  -4.1724  -1.0808  1.5347  -0.64
C  -3.9959  -1.8906  0.6322  0.64
O  -4.0167  -1.5339  -0.6419  -0.24
C  -4.3001  -0.1554  -0.9538  0.79
C  -4.3782  -0.0045  -2.4967  -1.29
C  -3.6143  -3.3685  0.7196  -0.09
H  -3.5857  0.4956  -0.4533  -0.49
H  -5.3085  0.0831  -0.5766  0.39
H  -5.1065  -0.7436  -2.7219  0.45
H  -3.4416  -0.3405  -3.0703  0.01
H  -4.6953  1.0003  -2.7590  0.42
H  -2.5271  -3.3805  0.8683  -0.47
H  -3.9059  -3.8180  -0.2437  0.35
H  -4.1072  -3.7826  1.6261  0.33
O  -2.0205  -0.2484  5.5637  -0.53
C  -3.1874  -0.0399  5.5597  0.88
O  -3.7726  1.1786  5.7032  -0.40
C  -2.8479  2.3312  5.9053  0.73
C  -2.2417  2.4239  7.2913  -1.41
C  -4.2073  -1.1138  5.4719  -1.05
H  -3.4027  3.2911  5.7532  0.39
H  -2.1193  2.2206  5.1220  -0.49
H  -1.8003  3.4191  7.2927  0.43
H  -1.5102  1.6603  7.4425  0.33
H  -2.9567  2.2426  8.1156  0.33
H  -4.4647  -1.2095  4.3878  0.08
H  -5.0983  -0.8495  5.9847  0.39
H  -3.8002  -2.0501  5.7744  0.34
O  -1.5410  4.2765  2.7237  -0.66
C  -1.6110  3.0838  2.5197  0.62
O  -0.7081  2.1731  2.9388  0.16
C  0.4862  2.6889  3.5701  -0.51
C  1.4096  1.6021  3.8403  -0.73
C  -2.7885  2.3835  2.0054  -0.47
H  0.1807  3.1852  4.4354  0.38
H  0.9902  3.4582  2.9778  0.33
H  0.9499  0.7807  4.4705  0.20
H  2.3353  1.9149  4.2898  0.54
H  1.6642  1.0824  2.8423  -0.09
H  -3.6986  3.0024  1.8737  0.52
H  -3.0177  1.5149  2.5792  0.02
H  -2.4963  1.9432  1.0753  -0.33
O  2.4627  7.1761  -3.0368  -0.54
C  2.2769  6.3697  -3.8893  0.87
O  2.8323  5.1461  -3.9232  -0.36
C  3.8770  4.8255  -2.9859  -0.28
C  3.3793  4.6796  -1.5650  -0.79
C  1.2936  6.7151  -5.0123  -1.20
H  4.6837  5.5855  -3.0735  0.38
H  4.1880  3.7821  -3.3425  0.14
H  3.0490  5.6012  -1.1925  0.58
H  4.2234  4.2356  -1.0850  0.39
H  2.5813  3.8928  -1.5586  -0.20
H  0.3954  6.1524  -5.0017  0.25
H  1.9031  6.5668  -5.8673  0.36
H  1.0491  7.7327  -5.0460  0.37
O  2.3900  -6.3831  -0.2075  -0.63
C  2.4585  -5.5118  0.6468  0.92
O  3.1458  -4.4124  0.6422  -0.25
C  3.9602  -4.1630  -0.5430  -0.64
C  3.5269  -2.9084  -1.1928  -0.11
C  1.7006  -5.6818  1.9294  -1.03
H  3.8232  -4.9891  -1.2244  0.39
H  4.9887  -4.0627  -0.2141  0.34
H  4.2072  -2.5447  -1.9903  0.35
H  3.4767  -2.0935  -0.4495  -0.16
H  2.4787  -3.0054  -1.5662  -0.04
H  2.4281  -5.9520  2.6794  0.41
H  1.0390  -6.5257  1.8815  0.37
H  1.1594  -4.7465  2.1269  0.05
O  2.8484  0.8405  0.6505  -0.15
C  3.9762  0.4233  0.7282  0.61
O  4.7667  0.2338  -0.3587  -0.47
C  4.0446  0.6486  -1.5657  1.23
C  5.0168  0.5861  -2.7493  -1.74
C  4.6583  -0.0321  2.0395  -1.06
H  3.6169  1.6445  -1.3765  -0.23
H  3.1491  -0.0335  -1.6348  -0.04
H  5.6299  1.4596  -2.6321  0.43
H  4.4355  0.6678  -3.6754  0.31
H  5.5857  -0.2964  -2.7303  0.44
H  4.1034  0.3113  2.9127  0.18
H  5.6677  0.3084  2.0874  0.38
H  4.6343  -1.1123  1.9819  0.25
C  0.6422  -2.6320  -4.1999  -1.34
S  -0.7261  -1.7886  -3.1459  1.08
O  -0.7349  -0.3556  -3.4669  -0.64
C  -2.1299  -2.5774  -3.9576  -1.19
H  0.5509  -3.6856  -3.8913  0.43
H  1.5931  -2.1086  -3.9721  0.21
H  0.4190  -2.5601  -5.2433  0.50
H  -2.9244  -2.5373  -3.2311  0.22
H  -1.9449  -3.6079  -4.2982  0.43
H  -2.3748  -1.8974  -4.7980  0.42
C  -0.9140  -5.4587  -1.0390  0.17
S  -2.0458  -6.5118  -2.0358  0.59
O  -1.4257  -7.5074  -2.9225  -0.67
C  -2.6246  -7.5016  -0.6275  -1.00
H  -0.4642  -4.7171  -1.7188  -0.27
H  -0.1516  -6.1010  -0.5712  0.19
H  -1.5127  -4.9179  -0.3084  -0.04
H  -1.7060  -8.0920  -0.5226  0.30
H  -3.3229  -8.2525  -1.0017  0.38
H  -2.9681  -7.0128  0.3127  0.28
C  -0.9748  -1.1682  2.6759  -0.45
S  -0.0309  -1.5705  1.1771  0.27
O  -0.5462  -2.8481  0.6186  -0.41
C  -0.7082  -0.1969  0.1799  1.85
H  -0.7359  -0.1897  3.0294  -0.23
H  -0.6547  -1.8899  3.3963  0.67
H  -2.0652  -1.2646  2.5088  -0.16
H  -0.2970  -0.2586  -0.8094  -0.41
H  -0.5586  0.7704  0.6612  -0.14
H  -1.8096  -0.4042  0.1657  -1.16

Atoms 1-6, force components in eV/Å:
O 0.2798 2.0749 -1.3259
C 0.0146 -2.8325 0.5332
O -0.1330 0.5731 1.4740
C 0.4170 -0.6945 0.4179
C -0.6442 0.0908 1.4938
C 0.2690 0.5821 -0.4889